C5H10N2O3PS | the ωB97M-V functional and the def2-TZVPD basis

* HOMO energy: -12.24 eV
* lowest unoccupied orbital energy: -5.093 eV
* gap between HOMO and LUMO: 7.15 eV
* energy above the lowest of the compared OMol25 structures with the same formula, charge and spin: 23.2 kcal/mol
* E_tot: -1270.9919 a.u.
* largest force on an atom: 3.9 eV/Å

The geometry in ORCA input format:
```
! wB97M-V def2-TZVPD RIJCOSX def2/J DEFGRID3
* xyz 1 1
C -0.572 -1.121 0.729
C 1.556 -0.016 0.017
C 0.048 1.789 0.662
C -1.084 -2.522 0.833
C 3.708 1.564 -0.515
N 0.728 -1.088 0.170
N 1.053 1.236 0.195
O -1.144 -0.124 1.116
O -0.610 2.639 1.040
O -2.125 0.597 -1.602
P -2.949 1.008 -0.204
S 3.118 -0.165 -0.672
H -0.673 -3.126 0.051
H -2.250 -2.446 0.831
H -0.938 -2.881 1.792
H 3.199 2.292 -1.061
H 4.720 1.506 -0.855
H 3.477 1.626 0.527
H 1.100 -2.021 0.009
H -2.605 0.101 -2.281
H -3.703 -0.493 -0.059
H -4.055 1.646 -0.723
*
```